1.
Here is C13H14CdN2OPS3SbSe2 as an isolated structure from the OMol25 dataset. Energies are from wB97M-V/def2-TZVPD.

The energy relative to the best compared isomer or geometry (same formula, charge and spin) is 0.7965 eV. For the HOMO energy (alpha / beta), the calculation gives -5.0 / -5.0 eV. Its spin multiplicity is 2. Its net charge is -1. The value obtained for the total energy is -7435.51136 Eh.

Each line ends with the Mulliken charge.
Positions of all 38 atoms, in Å:
Cd (-1.4995, -0.9934, -2.1290)  1.0842
Se (-1.7108, 0.0483, 1.3517)  -0.3996
P (0.3364, -0.2755, 0.7780)  0.1135
Se (0.8993, -0.3155, -1.4251)  -0.5315
C (1.4197, 1.0088, 1.3725)  0.5297
C (2.7227, 1.2903, 0.9690)  -0.1022
C (3.2952, 2.5386, 1.2416)  -0.5259
C (2.5557, 3.5583, 1.7731)  -0.4949
C (1.3149, 3.2441, 2.3582)  -0.5304
C (0.8319, 1.9223, 2.3181)  -0.5044
C (1.0086, -1.9355, 1.3382)  0.8108
C (0.3231, -2.6055, 2.3194)  -0.3422
C (0.8352, -3.7466, 2.8505)  -0.5543
C (2.0524, -4.1962, 2.4458)  -0.4271
C (2.7011, -3.6391, 1.3226)  -0.6507
C (2.1441, -2.4924, 0.7860)  -0.1502
H (3.2753, 0.5516, 0.3310)  0.2182
H (4.3530, 2.6767, 1.1149)  0.3597
H (2.8565, 4.5771, 1.8887)  0.3835
H (0.7589, 4.0177, 2.8490)  0.3858
H (-0.0864, 1.6733, 2.8467)  0.3480
H (-0.6883, -2.3316, 2.7112)  0.1576
H (0.2563, -4.1946, 3.6180)  0.4040
H (2.4741, -5.0786, 2.9112)  0.3319
H (3.5926, -4.0880, 0.8781)  0.3704
H (2.6419, -2.0287, -0.0808)  0.1176
S (-5.5678, -1.0406, -4.9427)  -0.5665
Sb (-4.3952, -2.3265, -3.4488)  0.5752
S (-1.9214, -2.2310, -4.1427)  -0.6703
S (-3.9295, -1.1281, -1.4320)  -0.7571
N (-2.0603, 2.9591, -3.5576)  -0.4353
C (-2.5888, 1.9465, -2.7656)  0.6402
N (-3.9019, 1.6623, -2.9125)  -0.2747
O (-1.9099, 1.4590, -1.8254)  -0.6060
H (-2.5967, 3.4676, -4.2750)  0.1715
H (-1.2134, 3.3756, -3.1381)  0.2651
H (-4.4018, 1.9511, -3.7725)  0.2163
H (-4.1772, 0.7190, -2.5256)  0.0403



2.
Here is BrH10LiO5 as an isolated structure from the OMol25 dataset. Energies are from wB97M-V/def2-TZVPD.

The energy relative to the best compared isomer or geometry (same formula, charge and spin) is 2.1588 eV. For the HOMO energy, the calculation gives -10.2 eV. The value obtained for the total energy is -2963.72909 Eh.

Each line ends with the Mulliken charge.
Positions of all 17 atoms, in Å:
Li (-2.6827, -1.4564, 1.1709)  0.9441
Br (-0.7284, 0.0186, 0.2809)  -0.8774
O (-0.2434, -1.8802, 3.2326)  -0.6115
H (-0.3235, -1.3760, 2.4714)  0.2836
H (0.7262, -2.1257, 3.0813)  0.3249
O (-2.4511, 1.9719, -2.2299)  -0.6323
H (-1.7227, 1.2881, -1.8577)  0.3003
H (-2.2376, 2.0477, -3.2772)  0.3312
O (1.7028, 1.1874, 2.2847)  -0.5784
H (1.4464, 1.5811, 3.0566)  0.2832
H (0.8708, 1.2453, 1.6677)  0.2766
O (1.1713, -2.4208, -1.2302)  -0.4937
H (0.9226, -2.4100, -2.0997)  0.2833
H (0.7257, -1.7699, -0.9116)  0.3276
O (1.2464, 1.5122, -1.8592)  -0.5680
H (0.9280, 1.2701, -2.6348)  0.2783
H (0.6492, 1.3165, -1.1456)  0.1281



3.
Here is an isolated ion of composition C11H10N3O and charge +1 from the OMol25 dataset. Energies are from wB97M-V/def2-TZVPD.

The energy relative to the best compared isomer or geometry (same formula, charge and spin) is 3.1832 eV. For the HOMO energy, the calculation gives -12.8 eV. The SMILES is CC1=C2c3nocc3-c3cc[n+](C)n3[C@@H]12. Its net charge is +1. The value obtained for the total energy is -664.23417 Eh.

Each line ends with the Mulliken charge.
Positions of all 25 atoms, in Å:
C (-0.6862, -2.6506, -2.0862)  -1.2217
C (-0.4850, -1.2366, -1.6526)  0.5000
C (-0.8197, 0.0281, -1.7670)  -0.1358
C (-1.6964, 1.0191, -1.2683)  0.4580
N (-2.7865, 1.5129, -1.7237)  -0.5066
O (-3.2168, 2.3879, -0.7685)  -0.1536
C (-2.2815, 2.5633, 0.2003)  -1.0258
C (-1.3210, 1.6164, -0.0333)  1.3184
C (-0.2279, 1.2195, 0.7435)  0.2170
C (0.2420, 1.5928, 2.0453)  -0.8940
C (1.2760, 0.7028, 2.3228)  -0.1246
N (1.4545, -0.1286, 1.1800)  -0.3599
C (2.5095, -1.0849, 1.1598)  -0.7489
N (0.4906, 0.1107, 0.3437)  0.4877
C (0.5409, -0.3077, -1.0577)  -0.7941
H (-1.3910, -2.6719, -2.9505)  0.3237
H (-0.8740, -3.2591, -1.2336)  0.3431
H (0.2098, -3.1468, -2.4715)  0.3540
H (-2.4559, 3.2375, 0.9577)  0.5203
H (-0.3957, 2.1612, 2.7334)  0.3702
H (1.9569, 0.7060, 3.1437)  0.3822
H (2.2177, -2.2208, 1.3175)  0.3174
H (3.1439, -1.1448, 0.2978)  0.3615
H (3.1044, -0.8171, 1.9700)  0.2841
H (1.4914, -0.1894, -1.4029)  0.7274



4.
Here is C24H27ClKN4O2S2 as an isolated structure from the OMol25 dataset. Energies are from wB97M-V/def2-TZVPD.

The energy relative to the best compared isomer or geometry (same formula, charge and spin) is 0.9797 eV. For the HOMO energy (alpha / beta), the calculation gives -4.2 / -2.9 eV. Its net charge is -1. The value obtained for the total energy is -3156.82418 Eh.

Each line ends with the Mulliken charge.
Positions of all 61 atoms, in Å:
K (-0.9583, -1.4987, 2.9397)  0.8945
S (-1.9918, -1.1491, -0.3841)  -0.4934
C (-1.3472, 0.2011, -1.1872)  -0.0698
N (-1.7369, 0.4680, -2.5150)  0.0999
C (-1.0244, 1.5081, -3.2161)  -0.6593
C (-0.9668, 2.7222, -2.3205)  -0.8075
N (-0.2646, 2.3707, -1.1142)  0.3015
C (0.5598, 3.4081, -0.5250)  -1.6610
C (1.7994, 3.6472, -1.3520)  0.7012
C (2.7545, 2.6370, -1.4551)  -0.2340
C (3.8747, 2.8117, -2.2506)  -0.6786
C (4.0572, 3.9952, -2.9572)  -0.3593
C (3.1102, 5.0024, -2.8629)  -0.5422
C (1.9865, 4.8264, -2.0643)  -0.2831
C (-0.4742, 1.1231, -0.5316)  0.2820
S (0.3399, 0.7338, 0.9118)  -0.4974
C (-2.2477, -0.5859, -3.3759)  -1.5579
C (-1.1735, -1.2837, -4.1819)  0.7091
C (-1.2388, -1.3378, -5.5698)  -0.4469
C (-0.2468, -1.9710, -6.3073)  -0.5401
C (0.8339, -2.5520, -5.6631)  -0.3748
C (0.9129, -2.4963, -4.2771)  -0.7168
C (-0.0814, -1.8709, -3.5418)  0.0398
H (-1.5587, 1.7391, -4.1408)  0.4793
H (0.0018, 1.2077, -3.4752)  0.3017
H (-1.9891, 3.0629, -2.1026)  0.2828
H (-0.4306, 3.5296, -2.8231)  0.4238
H (0.8230, 3.0645, 0.4734)  0.4417
H (-0.0234, 4.3333, -0.4386)  0.4098
H (2.5992, 1.7162, -0.9028)  0.3907
H (4.6101, 2.0197, -2.3253)  0.3799
H (4.9335, 4.1289, -3.5798)  0.3621
H (3.2390, 5.9249, -3.4166)  0.3561
H (1.2480, 5.6176, -1.9883)  0.3415
H (-2.9821, -0.1414, -4.0555)  0.4252
H (-2.7568, -1.2985, -2.7280)  0.4251
H (-2.0790, -0.8818, -6.0835)  0.3018
H (-0.3179, -2.0063, -7.3882)  0.3550
H (1.6120, -3.0404, -6.2371)  0.3615
H (1.7534, -2.9481, -3.7643)  0.3836
H (-0.0233, -1.8441, -2.4606)  0.3656
C (1.1107, 1.6217, 4.7845)  -0.9197
H (1.7699, 1.8821, 3.9705)  0.3341
H (1.2441, 0.6918, 5.3144)  0.3607
H (0.2663, 2.2576, 5.0041)  0.2783
Cl (-2.2261, -5.9505, 5.5676)  -0.2487
C (-3.0913, -4.4959, 5.0245)  -0.5232
C (-2.2189, -3.4248, 4.3032)  0.9516
O (-2.8217, -2.3432, 4.1366)  -0.9120
O (-1.0777, -3.7277, 3.9102)  -0.8160
H (-3.5755, -4.0431, 5.8837)  0.2744
H (-3.8522, -4.8292, 4.3230)  0.3788
N (0.0888, -3.4304, 6.7828)  0.0476
C (-0.8344, -2.5079, 7.2024)  -0.7137
C (-0.5097, -1.3499, 6.5622)  -0.0966
N (0.5809, -1.5520, 5.7522)  -0.3576
C (0.8910, -2.8157, 5.8878)  -0.4058
H (0.0212, -4.4230, 6.9177)  0.2648
H (-1.6163, -2.7505, 7.9005)  0.4045
H (-0.9787, -0.3820, 6.6331)  0.4088
H (1.6939, -3.3208, 5.3769)  0.3967



5.
Here is C22H27FeN3O2S4 as an isolated structure from the OMol25 dataset. Energies are from wB97M-V/def2-TZVPD.

The energy relative to the best compared isomer or geometry (same formula, charge and spin) is 1.1482 eV. For the HOMO energy (alpha / beta), the calculation gives -3.3 / -3.4 eV. Its spin multiplicity is 2. Its net charge is -1. The value obtained for the total energy is -4025.73247 Eh.

Each line ends with the Mulliken charge.
Positions of all 59 atoms, in Å:
Fe (-0.5907, 0.1208, 0.1455)  0.2038
N (-0.8283, 0.5361, 3.6358)  -0.2215
C (-0.6838, 1.9556, 3.9412)  -0.5703
C (0.4136, 2.6127, 3.1082)  -0.4123
C (0.0624, 2.7738, 1.6288)  0.2573
O (-0.2463, 3.8811, 1.2191)  -0.6920
O (0.1311, 1.7201, 0.8695)  -0.4221
H (-1.1933, 0.4148, 2.6962)  -0.2544
H (-1.5203, 0.1070, 4.2387)  0.2169
H (-0.4007, 2.0396, 4.9944)  0.4259
H (-1.6134, 2.5270, 3.8107)  0.3363
H (1.3363, 2.0401, 3.2156)  0.1641
H (0.5866, 3.6182, 3.4918)  0.3460
C (1.9000, -0.5099, -4.4902)  -0.2952
C (0.5911, -0.9545, -4.6495)  -0.6805
C (-0.3771, -0.6313, -3.7137)  -0.1986
C (-0.0315, 0.1188, -2.5942)  -0.6408
C (1.2677, 0.5821, -2.4388)  0.2425
C (2.2289, 0.2692, -3.3909)  -0.9300
N (-1.0144, 0.4352, -1.6050)  0.9721
N (-1.9857, 1.1209, -2.1436)  -1.2889
C (-3.0050, 1.4451, -1.3006)  0.0357
C (-3.9298, 2.3976, -1.7977)  -0.4260
C (-5.0179, 2.7799, -1.0659)  -0.4094
C (-5.2552, 2.1993, 0.1938)  -0.7424
C (-4.4015, 1.2387, 0.6679)  -0.7870
C (-3.2430, 0.8466, -0.0406)  0.7469
H (2.6518, -0.7567, -5.2293)  0.3896
H (0.3247, -1.5510, -5.5135)  0.3701
H (-1.4042, -0.9525, -3.8251)  0.4651
H (1.4888, 1.2215, -1.5939)  0.7127
H (3.2367, 0.6525, -3.2792)  0.4018
H (-3.7268, 2.8290, -2.7695)  0.4235
H (-5.6935, 3.5330, -1.4543)  0.3502
H (-6.1106, 2.5059, 0.7837)  0.3729
H (-4.5873, 0.7550, 1.6184)  0.3761
C (3.7008, -2.1637, -1.0590)  0.0194
C (4.1225, -1.2178, 0.0637)  -0.9672
S (2.8719, 0.0023, 0.5731)  0.1176
C (2.4843, -0.5619, 2.2399)  -0.1637
C (1.7684, -1.8957, 2.3113)  -0.9544
S (0.0956, -1.8386, 1.6021)  0.2939
C (0.0844, -3.1773, 0.3877)  -1.0083
C (0.9623, -3.0220, -0.8498)  0.6895
S (2.6827, -3.5922, -0.6120)  -0.2375
H (4.5986, -2.5976, -1.5060)  0.4986
H (3.1862, -1.6175, -1.8492)  -0.4307
H (4.9845, -0.6456, -0.2889)  0.4874
H (4.4467, -1.7752, 0.9440)  0.3917
H (1.8417, 0.2110, 2.6586)  -0.5214
H (3.4040, -0.5942, 2.8297)  0.6937
H (1.6314, -2.1631, 3.3614)  0.4927
H (2.3422, -2.6833, 1.8285)  0.4038
H (-0.9691, -3.1852, 0.0962)  0.3548
H (0.2925, -4.1212, 0.8959)  0.5550
H (0.9800, -1.9868, -1.1931)  -1.0808
H (0.5464, -3.6312, -1.6536)  0.5050
S (-3.0388, -1.4701, 1.3690)  -0.2737
C (-2.3787, -0.1945, 0.4870)  0.2960



6.
Here is an isolated molecule of C5H12O2S from the OMol25 dataset. Energies are from wB97M-V/def2-TZVPD.

The energy relative to the best compared isomer or geometry (same formula, charge and spin) is 2.8116 eV. For the HOMO energy, the calculation gives -9.0 eV. The SMILES is CC[C@](O)(S)[C@H](C)O. The value obtained for the total energy is -746.28711 Eh.

Each line ends with the Mulliken charge.
Positions of all 20 atoms, in Å:
C (0.6696, -0.7752, 2.1178)  -1.1031
C (1.2840, -0.8843, 0.7513)  -0.7385
C (0.1566, -0.2624, -0.5544)  0.4519
O (-0.4424, -1.3901, -0.9255)  -0.4825
S (1.0828, 0.4181, -1.9845)  -0.1975
C (-0.8921, 0.8009, -0.0730)  -0.1839
C (-1.7302, 1.0673, -1.3205)  -1.4270
O (-0.2007, 1.9585, 0.4150)  -0.5435
H (-0.3251, -1.2456, 2.0942)  0.2545
H (1.3624, -1.2017, 2.8889)  0.3599
H (0.5540, 0.1504, 2.5303)  0.3572
H (2.1808, -0.2727, 0.7947)  0.2843
H (1.5260, -1.8908, 0.4320)  0.5125
H (0.0164, -2.1608, -0.4833)  0.3643
H (1.6486, -0.6555, -2.2155)  0.0767
H (-1.4427, 0.5316, 0.7300)  0.4802
H (-2.5012, 0.4069, -1.5077)  0.4034
H (-2.3023, 1.9211, -1.3113)  0.4678
H (-1.0777, 1.1440, -2.2052)  0.2963
H (0.4332, 2.3403, -0.1731)  0.3671



So what do the calculations give for max |F|? Going down the list: 2.852 8.838 5.184 2.035 0.652 5.035 eV/Å.